[1]
ORCA calculation (wB97M-V/def2-TZVPD) on 3 unconnected molecules or ions with the total composition C17H43N2O6S in a non-equilibrium geometry.

HOMO	-10.158	eV
spin multiplicity	1
total energy	-1632.22305	Ha
net charge	+1

Last column: Mulliken charge in e.
CARTESIAN COORDINATES (ANGSTROEM)
C (-1.22376, 4.09282, -0.89647)  -1.552
C (0.14958, 3.49494, -0.78403)  0.828
O (1.03022, 4.36057, -1.48559)  -0.428
C (2.30623, 3.80373, -1.74928)  -0.433
C (3.19858, 3.70141, -0.54156)  -0.400
O (3.80639, 4.97495, -0.22592)  -0.415
C (2.90282, 5.93031, 0.16779)  -0.200
S (3.68904, 6.85901, 1.55708)  -0.049
H (-1.98265, 3.46673, -0.45340)  0.377
H (-1.20626, 5.05590, -0.40348)  0.410
H (-1.41622, 4.27642, -1.94218)  0.338
H (0.43202, 3.41462, 0.26762)  0.217
H (0.18268, 2.48288, -1.17546)  -0.326
H (2.20613, 2.83470, -2.23135)  0.275
H (2.79014, 4.47641, -2.44712)  0.420
H (2.68950, 3.31888, 0.33750)  0.343
H (4.01502, 3.03185, -0.76456)  0.363
H (1.96264, 5.52423, 0.51749)  0.281
H (2.69093, 6.64878, -0.61759)  0.437
H (2.59452, 7.35197, 2.16191)  0.301
H (3.95163, 5.84679, 2.40509)  0.286
C (-1.70949, 0.52244, -2.18991)  -0.676
O (-0.31208, 0.42743, -2.40731)  -0.429
C (0.33460, -0.51479, -1.55127)  -0.488
C (0.82524, -1.71772, -2.32888)  -0.467
N (-0.28451, -2.53986, -2.78604)  -0.218
C (0.08312, -3.60803, -3.71383)  -0.701
C (0.67728, -3.22196, -5.06431)  -0.492
O (-0.22841, -2.57259, -5.93463)  -0.434
C (-0.33661, -1.17246, -5.77675)  -0.492
H (-2.07273, 1.37260, -2.76694)  0.272
H (-2.24144, -0.37018, -2.53041)  0.352
H (-1.93047, 0.69422, -1.13141)  0.173
H (-0.32065, -0.81086, -0.72949)  0.271
H (1.20687, -0.00864, -1.11746)  0.380
H (1.46418, -2.32142, -1.67640)  0.455
H (1.44533, -1.34860, -3.15850)  0.224
H (-0.97561, -1.94901, -3.22877)  0.051
H (-0.82068, -4.18920, -3.90782)  0.390
H (0.78527, -4.27636, -3.20560)  0.389
H (0.95691, -4.14972, -5.56897)  0.364
H (1.59750, -2.63300, -4.96452)  0.336
H (0.61154, -0.72464, -5.46649)  0.270
H (-1.11764, -0.90417, -5.05868)  0.129
H (-0.61855, -0.75320, -6.74253)  0.337
C (-3.64149, -2.58455, 5.52403)  -0.715
O (-2.37022, -1.98201, 5.68828)  -0.345
C (-1.31473, -2.89972, 5.94942)  -0.814
C (-0.34190, -2.95202, 4.79159)  -0.164
N (-0.94197, -3.57919, 3.62131)  -0.274
C (-0.15428, -3.47442, 2.39785)  -1.034
C (0.11538, -2.08402, 1.83248)  -0.122
O (-1.03353, -1.42433, 1.32906)  -0.403
C (-1.80516, -0.72296, 2.28851)  -0.749
H (-4.37806, -1.78432, 5.48123)  0.240
H (-3.70437, -3.16439, 4.59681)  0.301
H (-3.88258, -3.23612, 6.36783)  0.349
H (-1.70692, -3.89473, 6.17458)  0.413
H (-0.78254, -2.54032, 6.83454)  0.393
H (0.53625, -3.53133, 5.09102)  0.365
H (-0.01452, -1.92129, 4.59414)  0.160
H (-1.85387, -3.17334, 3.45846)  0.092
H (-0.67490, -4.04576, 1.62619)  0.432
H (0.80703, -3.97046, 2.56396)  0.414
H (0.78169, -2.21111, 0.97336)  0.190
H (0.64326, -1.43616, 2.54334)  0.334
H (-1.18419, -0.31023, 3.08741)  0.352
H (-2.58272, -1.35483, 2.72274)  0.198
H (-2.30379, 0.09944, 1.77228)  0.318

[2]
ORCA calculation (wB97M-V/def2-TZVPD) on a molecular structure, C10H17N9O4RuS3 in a non-equilibrium geometry.

HOMO (spin up / spin down)	-11.134 / -11.128	eV
spin multiplicity	2
total energy	-2474.40598	Ha
net charge	+1

Last column: Mulliken charge in e.
CARTESIAN COORDINATES (ANGSTROEM)
Ru (-0.40161, 0.87693, -0.36163)  -0.113
C (2.72707, -1.39978, 3.51048)  -1.017
N (2.70250, -0.71945, 2.21998)  -0.016
C (3.69575, 0.33889, 2.07901)  -1.135
C (1.63173, -0.71074, 1.39508)  0.456
N (1.37889, 0.23660, 0.55862)  -0.077
N (0.83630, -1.85020, 1.43948)  -0.155
C (-0.46143, -1.95288, 0.99731)  0.528
N (-1.00641, -3.18436, 1.14264)  -0.402
N (-1.09988, -0.93471, 0.53595)  -0.161
H (3.69030, -1.88909, 3.64715)  0.327
H (1.94208, -2.14451, 3.59730)  0.343
H (2.58366, -0.67606, 4.31604)  0.349
H (4.62673, -0.00725, 2.52217)  0.335
H (3.38486, 1.25942, 2.58028)  0.383
H (3.87860, 0.55094, 1.02762)  0.386
H (1.90139, 1.09793, 0.73013)  0.248
H (1.27990, -2.68958, 1.76966)  0.319
H (-0.45769, -3.97588, 1.42550)  0.173
H (-1.91724, -3.37365, 0.76481)  0.213
H (-2.05557, -1.15620, 0.28494)  0.095
N (-3.27521, 2.50494, 0.65913)  -0.342
C (-3.38793, 1.70356, -0.39608)  0.382
N (-2.36516, 1.05077, -0.91764)  0.369
C (-2.72924, 0.27239, -2.01516)  -0.500
C (-4.04065, 0.31128, -2.31235)  -0.163
S (-4.87514, 1.37383, -1.22656)  -0.181
C (-1.62742, -0.41120, -2.68586)  -0.477
C (-1.60136, -1.07703, -3.85636)  -0.204
S (0.02215, -1.48197, -4.27731)  -0.187
C (0.58818, -0.71787, -2.83368)  0.321
N (-0.37870, -0.24368, -2.09109)  0.691
N (1.89231, -0.65123, -2.49003)  -0.376
H (-2.31996, 2.80454, 0.89643)  0.291
H (-4.05599, 3.07431, 0.93511)  0.220
H (-4.56280, -0.18970, -3.10922)  0.458
H (-2.41692, -1.30354, -4.52123)  0.460
H (2.58526, -0.80738, -3.20204)  0.259
H (2.12995, 0.01698, -1.77000)  0.121
O (-0.55328, 2.69145, 0.88327)  -0.744
S (0.36967, 3.32330, -0.17251)  1.278
O (0.22219, 4.72913, -0.29662)  -0.633
O (-0.19208, 2.53236, -1.41115)  -0.432
O (1.71221, 2.79838, 0.02840)  -0.688

[3]
ORCA calculation (wB97M-V/def2-TZVPD) on 2 unconnected molecules or ions with the total composition C4H6NO in a non-equilibrium geometry.

HOMO (spin up / spin down)	-11.560 / -12.374	eV
spin multiplicity	1
total energy	-285.47559	Ha
net charge	+1

Last column: Mulliken charge in e.
CARTESIAN COORDINATES (ANGSTROEM)
C (2.11319, -0.77275, -0.13711)  -0.166
C (1.11311, -1.55908, -0.47789)  -0.217
C (-2.82335, 0.85804, 0.04841)  0.252
C (0.02427, 0.75270, -0.09430)  -0.871
N (0.73140, -0.39307, 0.38428)  -0.066
O (-3.31491, -0.10450, 0.35074)  -0.123
H (2.97410, -0.21480, -0.12036)  0.411
H (0.58177, -2.30839, -0.93166)  0.398
H (-2.62958, 1.90396, 0.18159)  0.363
H (0.29030, 0.87640, -1.19925)  0.291
H (0.23384, 1.49144, 0.62170)  0.414
H (0.70585, -0.52994, 1.37385)  0.315

[4]
ORCA calculation (wB97M-V/def2-TZVPD) on 2 unconnected molecules or ions with the total composition C4H11NSi in a non-equilibrium geometry.

HOMO	-7.894	eV
spin multiplicity	1
total energy	-503.13310	Ha
net charge	0

Last column: Mulliken charge in e.
CARTESIAN COORDINATES (ANGSTROEM)
C (-2.27007, 1.16048, -0.79727)  -0.524
C (-2.11521, 0.34246, 0.25903)  -0.425
C (0.93169, -2.44662, 0.14639)  -0.796
C (1.11237, 1.86076, 0.04957)  -0.916
N (1.06733, -1.06291, -0.09454)  -0.168
Si (0.53379, 0.28031, 0.89997)  0.303
H (-3.22117, 1.30290, -1.24386)  0.298
H (-1.35741, 1.51023, -1.22514)  0.108
H (-2.88944, -0.07220, 0.84437)  0.310
H (1.15603, -2.70201, 1.15259)  0.274
H (-0.11257, -2.72964, -0.09847)  0.308
H (1.49147, -3.06115, -0.65611)  0.251
H (2.08828, 2.10143, 0.37073)  0.337
H (0.96317, 1.56900, -0.99225)  0.235
H (0.43920, 2.73737, 0.28133)  0.296
H (1.09132, -0.89457, -1.03884)  0.265
H (1.09123, 0.10417, 2.14250)  -0.157

Calculated energy relative to the best compared isomer or geometry (same formula, charge and spin) in order - 0.0 16.3 154.8 85.9 kcal per mole